{"formula": "C56H112O28S14", "method": "ωB97M-V/def2-TZVPD", "symbols": ["S", "S", "S", "S", "S", "S", "S", "S", "S", "S", "S", "S", "S", "S", "O", "O", "O", "O", "O", "O", "O", "O", "O", "O", "O", "O", "O", "O", "O", "O", "O", "O", "O", "O", "O", "O", "O", "O", "O", "O", "O", "O", "C", "C", "C", "C", "C", "C", "C", "C", "C", "C", "C", "C", "C", "C", "C", "C", "C", "C", "C", "C", "C", "C", "C", "C", "C", "C", "C", "C", "C", "C", "C", "C", "C", "C", "C", "C", "C", "C", "C", "C", "C", "C", "C", "C", "C", "C", "C", "C", "C", "C", "C", "C", "C", "C", "C", "C", "H", "H", "H", "H", "H", "H", "H", "H", "H", "H", "H", "H", "H", "H", "H", "H", "H", "H", "H", "H", "H", "H", "H", "H", "H", "H", "H", "H", "H", "H", "H", "H", "H", "H", "H", "H", "H", "H", "H", "H", "H", "H", "H", "H", "H", "H", "H", "H", "H", "H", "H", "H", "H", "H", "H", "H", "H", "H", "H", "H", "H", "H", "H", "H", "H", "H", "H", "H", "H", "H", "H", "H", "H", "H", "H", "H", "H", "H", "H", "H", "H", "H", "H", "H", "H", "H", "H", "H", "H", "H", "H", "H", "H", "H", "H", "H", "H", "H", "H", "H", "H", "H", "H", "H", "H", "H", "H", "H", "H", "H", "H", "H"], "coordinates": [[-5.878763, -6.555994, 0.741500], [-5.341493, -0.011467, 2.598770], [-0.392563, -3.362841, -4.709987], [2.813995, 4.092029, -2.706731], [-0.173131, 2.107905, 4.379808], [0.893171, 0.074355, -0.665797], [-6.804610, 0.668137, -1.688014], [-2.419017, 2.598757, -4.470725], [-1.208482, 5.415774, 1.308898], [5.061450, -1.881925, -2.855502], [3.018682, -6.560545, 3.688653], [4.730951, -0.336554, 2.304160], [8.064357, 1.953851, -0.529676], [-1.719066, -1.738491, 5.767071], [-7.627237, 1.079334, -0.580031], [8.702975, 1.973033, 0.740681], [3.596495, -7.882380, 3.517713], [-0.017149, 1.338583, 5.629322], [6.867799, 2.735416, -0.569503], [-7.256765, -7.014594, 0.963546], [-1.351762, 2.914246, -3.489576], [3.366988, -0.705401, 2.671361], [-1.495606, 6.509829, 2.203443], [3.604943, 5.277977, -2.994565], [2.399459, -6.223178, 4.962951], [5.529679, -1.503922, 1.924766], [5.191488, -0.470995, -2.846547], [1.029745, -3.245315, -4.746966], [-3.115686, 1.377880, -4.322697], [-5.523935, -1.327280, 1.996175], [5.608426, -2.572544, -4.017808], [0.585364, 1.567801, 3.227452], [-0.884197, -4.193837, -3.664096], [-1.768962, -1.577790, 7.157268], [0.378884, -0.942741, -1.567799], [-0.542486, 4.242136, 1.847493], [-4.745295, -7.464043, 0.980389], [-7.387095, 0.836315, -2.989711], [1.470728, 4.337162, -2.251392], [2.262938, 0.556870, -1.019757], [-4.110324, 0.647568, 2.205301], [-2.543160, -0.834408, 5.011413], [3.217173, -2.890304, -1.241272], [-5.224713, 1.486744, -1.730541], [7.798154, 0.285437, -1.038514], [-6.165550, -0.892694, -1.466317], [3.368850, -2.369327, -2.700159], [2.912318, 3.048396, -4.058496], [4.588993, -3.549665, -0.890483], [-0.390174, 5.890505, -0.251715], [3.894984, 1.941445, -3.674391], [-5.551121, -0.110512, 4.414246], [-1.386571, 4.268421, 5.188831], [-6.308494, 1.132565, 4.798347], [5.628189, -2.540209, -1.287444], [3.307764, -4.145385, 2.831855], [-1.719917, 2.724547, -6.087236], [0.647632, -0.591809, 0.995891], [3.866692, 3.139980, -1.609190], [8.100126, 0.293509, -2.567398], [4.724541, 1.004649, 1.243051], [1.791579, -6.085209, 2.443184], [-1.111624, -3.659191, -6.259002], [-1.904387, 4.217957, -6.516879], [9.320600, 1.203833, -2.715591], [4.678238, 1.852944, 3.628174], [-2.363937, 3.104160, 5.181367], [-4.169457, 0.436069, -1.291497], [-6.642084, 1.226300, 2.406544], [4.813538, 2.528316, -2.598236], [-3.433694, 4.050570, -4.588910], [2.334463, -4.785215, 1.803352], [-0.100290, -1.755669, 5.011223], [-1.554935, -1.339909, -5.905918], [-2.229005, 4.333171, -0.786883], [-1.887666, 2.226650, 4.011834], [-3.201067, 4.723499, -5.893530], [0.076594, -2.969463, 4.182901], [0.011106, 3.892883, 4.871062], [-2.133342, -3.356145, 5.215807], [9.030206, 2.467269, -1.933498], [-0.805399, -0.150437, 1.275856], [4.558629, 2.270274, 2.134167], [-1.126430, 1.220903, 0.685092], [-4.723784, -0.888068, -1.883602], [4.177948, -5.279450, 3.324478], [-1.098420, -1.783028, -4.487248], [-1.317742, 5.390426, -1.363131], [-4.552879, -4.308356, 0.720138], [5.477005, 0.574046, 3.681645], [-2.119021, -2.593500, -6.496863], [-0.253002, 1.419833, -0.526623], [-6.360109, 2.101445, 3.623032], [-1.419279, -3.414352, 3.873016], [-5.638118, -5.853591, -0.881026], [-2.706132, 4.871419, 0.564797], [-5.510324, -5.075150, 1.670953], [-4.305459, -5.082882, -0.596941], [-4.546001, -0.219113, 4.844105], [-6.199384, -1.144072, -0.390850], [-3.021180, 4.005757, -1.459329], [1.646259, -6.865011, 1.697861], [-6.514691, -5.301724, -1.115700], [-1.072383, 4.696486, -6.071055], [5.381179, 3.357907, -3.008214], [0.465992, -3.753053, 4.812423], [-1.867332, -2.010418, -3.779076], [-1.672794, 4.945686, 4.440451], [5.027119, 2.663967, 4.318310], [-5.081370, -3.399518, 0.417045], [3.603164, 2.777230, 1.994431], [5.428101, 1.791178, -2.103810], [-1.947262, 2.647639, 3.019101], [0.124815, -0.810601, 4.509245], [-3.211460, 4.650491, -3.690106], [-3.546076, -5.836100, -0.543989], [5.669606, 1.108508, 0.696399], [-5.587567, -6.750608, -1.503610], [3.027150, -2.046689, -0.576923], [-0.204270, 6.978236, -0.288484], [-3.228441, -3.390782, 5.172263], [-0.381633, -1.143624, -3.997115], [5.648691, -1.633475, -0.656953], [8.527519, -0.297831, -0.495578], [-1.932679, -2.881533, 3.075525], [-2.256975, 1.192923, 4.020690], [9.534550, 1.410108, -3.743479], [3.966564, -3.423546, 2.327643], [6.821456, -0.116460, -0.796477], [-1.933758, 4.213611, -7.611661], [-1.542540, -4.432631, 3.492576], [-5.002141, 1.744289, -2.759311], [-7.111024, 2.856619, 3.743860], [0.711232, -2.877969, 3.293137], [-7.317563, 0.925378, 5.118333], [2.393918, -3.575529, -1.016081], [-7.549103, 0.600917, 2.566454], [-5.351429, 2.568120, 3.536311], [-0.345606, -3.700716, -7.009033], [-2.163277, 1.342795, 0.395368], [0.402725, 2.301456, -0.549102], [10.229216, 0.746801, -2.434897], [1.910031, 2.636282, -4.181758], [2.924376, -5.128317, 0.958831], [-4.060229, 4.434865, -6.459301], [-6.087459, -1.017118, 4.611366], [6.546651, 0.754650, 3.380833], [-0.730009, 1.455696, -1.521319], [-0.783271, -0.167170, 2.359265], [3.203989, 3.701744, -4.856208], [-0.775022, 5.106779, -2.279070], [0.659912, -1.664276, 0.907916], [9.931194, 2.989126, -1.524877], [-2.262683, -0.505750, -5.929764], [-1.590948, -4.612962, -6.229516], [3.975978, 0.810439, 0.452781], [-3.203508, 0.642876, -1.762631], [-3.217070, 5.806412, -5.853285], [4.749496, -4.488511, -1.395252], [4.771735, -5.029916, 4.206301], [7.297229, 0.714655, -3.155058], [-3.356939, 5.692971, 0.406178], [-4.246766, -1.773454, -1.539511], [4.885811, -5.628849, 2.588115], [-2.257899, 2.043012, -6.733286], [-0.664476, -1.076744, -6.528967], [-2.378835, 2.644402, 6.185477], [-3.410233, 3.453552, 5.030842], [8.440201, 3.237276, -2.454582], [-1.517938, 3.497903, -0.650506], [6.643578, -2.884829, -1.407137], [-1.772729, -4.071479, 5.936349], [3.646949, 1.620398, 3.910401], [2.697593, -1.587269, -2.956986], [4.753889, -3.739319, 0.190677], [-0.681256, 2.389907, -5.963024], [0.580591, 5.418709, -0.371833], [8.364166, -0.740492, -2.783082], [1.699104, -3.933705, 1.508403], [0.714288, 3.771847, 5.678726], [5.429243, 0.013344, 4.602503], [-6.710994, 1.600818, 1.392850], [0.869564, -5.949031, 2.987835], [-5.186564, 2.386963, -1.142062], [-0.842441, 1.994473, 1.388571], [4.512625, 1.591988, -4.525878], [-3.645948, -3.955010, 1.217803], [-4.104193, 0.437216, -0.181447], [5.299432, 3.046080, 1.842297], [-1.472881, -0.979024, 1.021086], [-6.785006, -1.609883, -2.009533], [-1.375204, 4.731613, 6.179250], [-6.382381, -4.543115, 2.029664], [-1.958113, 6.286158, -1.534707], [3.188567, -3.169106, -3.403789], [-5.091158, -5.490349, 2.599248], [-5.853769, 1.661904, 5.636706], [0.420909, 4.481050, 4.085831], [0.598856, -1.766622, 5.844766], [-3.048197, -2.949239, -6.059485], [1.380909, -0.241222, 1.739130], [4.403924, 3.873184, -0.977867], [-4.446283, 3.671516, -4.576964], [3.357050, 1.081368, -3.208923], [-4.529818, -0.794699, -2.968990], [2.865495, -3.504860, 3.585680], [-3.167258, 4.094857, 1.165757], [-2.281569, -2.431767, -7.566134], [-4.009659, -4.406502, -1.375047], [3.361149, 2.392093, -1.047854]], "forces_ev_per_a": [[-0.9, -1.3, 1.0], [0.5, -0.4, -0.2], [1.2, 0.9, 1.7], [1.4, 2.0, 2.0], [1.4, -1.4, 0.0], [2.0, -0.7, -0.5], [-0.7, 2.3, -0.7], [3.4, 2.0, 1.2], [0.3, 0.0, 0.0], [-0.1, -2.2, -1.7], [-0.2, -0.6, 1.2], [0.1, -2.8, 2.2], [-0.9, 0.3, 0.1], [-0.1, 0.1, -2.3], [0.2, -0.1, 0.6], [1.5, -0.3, 0.9], [-0.5, 0.9, -0.2], [-0.2, 1.0, -1.1], [-1.3, 0.5, -0.3], [1.6, 0.5, -0.4], [-1.4, -0.5, -1.3], [0.4, 0.8, -0.2], [0.3, 0.1, -0.1], [-0.2, -0.2, -0.3], [0.3, -0.2, -0.5], [0.1, 1.3, -0.4], [0.3, 2.0, 0.4], [1.2, 0.0, -1.0], [-1.4, -1.6, 0.3], [-0.6, 0.7, 0.2], [0.0, 0.1, 1.0], [-0.6, 1.3, 1.4], [-1.1, -1.3, 0.4], [0.5, -0.1, 2.6], [-0.3, 0.2, -0.1], [0.0, 0.3, -0.2], [-1.4, 0.9, -0.3], [-0.1, -0.4, -0.6], [-0.6, -0.5, 0.2], [-2.0, -0.6, 1.0], [0.1, 0.2, 0.4], [-0.5, 0.6, -0.8], [0.6, -0.2, 0.3], [1.4, -0.2, 0.1], [0.0, -0.1, -1.2], [-0.2, -2.6, 0.6], [-0.5, -1.4, 1.2], [-0.9, -1.6, -0.6], [-0.2, 0.6, 1.3], [0.6, 0.2, 0.0], [0.7, -0.8, -0.1], [1.0, -0.1, -0.7], [-0.4, 0.5, 1.8], [0.0, 1.1, 0.8], [0.3, 1.1, -0.5], [1.2, 0.4, -1.4], [0.1, 0.3, -0.3], [-0.1, 0.9, -0.5], [0.6, 1.4, 0.5], [0.9, -0.2, 1.4], [0.1, 1.4, -1.7], [-0.3, 0.5, -0.7], [0.1, -1.4, -1.0], [-0.3, -2.1, 0.0], [-0.6, 0.3, -0.6], [-0.7, 0.7, 0.2], [-1.0, 0.0, -0.2], [-0.4, -0.1, 0.2], [-0.6, -1.6, 0.3], [-0.5, -0.1, -0.4], [-0.7, 0.0, 1.8], [0.7, 0.5, 1.0], [1.7, 1.7, 1.2], [0.5, 0.4, 0.8], [1.2, -0.9, 0.1], [-0.3, -1.1, 1.1], [0.2, 0.2, -0.8], [-2.1, -1.4, -1.0], [1.0, -2.4, -0.5], [-0.7, 0.4, -0.4], [1.4, 1.0, 0.5], [0.4, -1.1, 1.1], [0.2, 0.8, -0.1], [0.3, 0.0, 0.0], [0.6, 1.6, -0.5], [0.3, 0.5, 0.7], [0.0, 1.2, -0.9], [-1.0, 2.2, -0.4], [-0.4, 0.6, 0.1], [1.1, 0.2, -1.0], [-0.8, 0.2, -1.1], [0.9, 0.7, -1.7], [1.0, -0.2, -0.7], [0.4, -1.4, -0.5], [1.3, -0.8, 0.8], [0.3, -1.4, -1.0], [0.7, -0.6, 0.4], [-1.2, -0.5, 0.1], [-0.2, 0.2, -0.2], [-0.1, 0.2, -0.3], [0.0, 0.1, 0.1], [0.1, -0.1, 0.1], [-0.6, 0.8, -0.3], [0.9, 1.0, -0.1], [0.6, -0.2, -0.1], [0.4, -0.5, 0.0], [-1.0, 0.4, 0.2], [-0.6, 1.3, -0.8], [-0.1, -0.7, -0.8], [0.0, 0.0, 0.2], [-0.2, -0.3, -0.1], [0.1, 0.0, -0.3], [-0.3, 0.4, -0.1], [-0.5, -0.1, 0.0], [-0.2, -0.3, -0.4], [0.5, -0.3, 0.3], [0.0, -0.4, 0.4], [0.3, 0.3, -0.3], [0.3, 0.2, 0.1], [-0.4, -0.5, 0.2], [0.2, -0.1, -0.1], [0.3, 0.2, 0.1], [-0.3, -0.7, 0.1], [0.4, -0.2, 0.0], [0.1, 0.9, 0.3], [0.0, 0.3, -0.1], [-0.3, 0.4, -0.8], [-0.2, -0.2, -0.1], [-0.2, 0.5, 0.1], [0.3, 0.6, 0.3], [0.7, -0.2, 0.2], [-0.3, 0.0, -0.3], [-0.3, 0.4, 0.1], [-0.3, 0.3, 0.3], [-0.4, -0.4, 0.0], [0.0, 0.0, -0.8], [0.2, 0.6, 0.0], [-0.8, 0.0, -0.2], [0.6, 0.1, -0.3], [-0.2, -0.2, 0.3], [-0.2, 0.0, 0.5], [0.9, -0.7, 1.1], [0.0, 0.1, -0.4], [0.1, 0.4, -0.3], [-0.3, 0.0, -1.0], [-0.3, -0.5, 0.0], [-0.9, -0.3, 0.3], [-0.2, -0.2, 0.4], [-0.7, 0.5, 0.3], [0.2, 0.0, -0.7], [-0.3, 0.0, 0.6], [0.4, -0.4, -0.2], [-0.6, -0.5, -0.4], [0.2, -0.1, 0.3], [-0.1, -0.8, 0.1], [-0.1, 0.3, 0.5], [-0.1, 0.2, 0.4], [0.1, 0.1, 0.2], [-0.1, -0.3, -0.4], [-0.3, -0.2, 0.2], [-0.4, -0.4, 0.0], [-0.7, 0.9, 0.1], [0.6, -0.7, 0.4], [0.0, -0.2, -0.5], [-0.1, -0.2, -0.1], [-0.5, 0.0, 0.6], [0.3, -0.5, -0.8], [0.7, 0.0, -0.1], [0.0, -0.5, 0.1], [-0.9, -0.1, 0.2], [0.3, -0.3, -0.1], [0.3, -0.4, 0.2], [0.1, 0.0, 0.4], [-0.4, 0.9, 0.0], [-0.5, 0.1, -0.5], [-0.2, 0.2, -0.3], [0.1, -0.3, 0.6], [-0.4, 0.1, -0.7], [-0.6, -1.0, -0.2], [0.1, 0.3, 0.5], [-0.1, -0.2, 0.1], [0.4, 0.3, 0.0], [-0.2, 0.0, 0.3], [-0.3, 0.3, 0.4], [-0.2, 0.0, 0.1], [-0.7, 0.0, 0.3], [0.0, -0.3, -0.1], [0.1, -0.3, -0.7], [-0.1, -0.8, 0.1], [-0.2, 0.4, -0.5], [-0.1, 0.1, 0.0], [-0.3, 0.3, -0.2], [-0.3, 0.2, -0.6], [0.2, -0.5, -0.6], [0.2, -0.2, -0.2], [0.4, 0.2, -0.4], [0.2, -0.2, 0.1], [0.4, 0.2, -0.7], [0.1, 0.1, 0.2], [-0.3, 0.5, 0.2], [-0.3, 0.1, -0.5], [-0.6, -0.3, -0.1], [-0.4, 0.1, 0.5], [0.3, 0.7, -0.6], [-0.6, -0.3, 0.3], [-0.4, -0.5, 0.4], [0.0, 0.1, 0.3], [-0.2, -0.3, 0.0], [-0.1, 0.4, -0.5], [-0.7, -0.4, 0.4]], "relative_energy_ev": 1.853, "homo_lumo_gap_ha": 0.3650, "total_energy_ha": -9882.10774, "lumo_ha": -0.007, "spin_multiplicity": 1}